(1)
Density functional theory data (ωB97M-V with the def2-TZVPD basis set) for the ion C5H13N2 with charge +1.

Last column: Mulliken charge in e.
Cartesian coordinates (Å):
C: 0.18870 -2.12371 0.46305  -0.554
C: -0.14924 -0.66512 1.10393  -0.427
C: 0.43027 0.44472 0.14358  -0.232
C: 0.38262 0.14236 -1.48165  -0.467
C: -1.31168 2.22119 0.02718  -0.819
N: 0.00576 1.86758 0.49101  -0.317
N: 1.62822 -1.88425 -0.31849  -0.392
H: 0.39418 -2.93379 1.15973  0.405
H: -0.72313 -2.40582 -0.12741  0.281
H: 0.19903 -0.49800 2.12678  0.407
H: -1.26522 -0.69023 1.14442  0.277
H: -0.51014 -0.30236 -1.95912  0.379
H: 0.83666 1.00897 -2.01869  0.388
H: -1.25944 2.20031 -1.08476  0.257
H: -2.15227 1.60102 0.35168  0.273
H: -1.46664 3.26709 0.31103  0.375
H: 0.16819 2.09623 1.41251  0.275
H: 1.85994 -2.68745 -0.85361  0.340
H: 1.21673 -1.08447 -1.16098  0.141
H: 1.52745 0.42575 0.26978  0.409

Forces on atoms 1 to 2 (eV/Å):
C 1.54 2.17 -0.22
C -0.57 -1.54 -1.90

Values from the calculation:
Spin multiplicity: 1
Lowest unoccupied orbital energy in eV: -8.0
Strongest force on any atom in hartree/bohr: 0.0981
Net charge: +1
E_HOMO in eV: -13.165
Energy above the lowest of the compared OMol25 structures with the same formula, charge and spin in kJ/mol: 722.4

---

(2)
Density functional theory data (ωB97M-V with the def2-TZVPD basis set) for a cluster of 2 separate species, C5H13N2 in total.

Last column: Mulliken charge in e.
Cartesian coordinates (Å):
C: -2.55982 0.61790 -0.55626  -0.888
C: -2.73393 0.17227 0.71337  -0.849
C: 2.58937 0.57508 0.05007  -1.199
C: 1.07304 0.76318 0.21325  -0.739
C: 0.44108 -0.60914 -0.04992  0.408
N: 0.13278 -1.49499 0.84928  -0.230
N: 0.32981 -0.77271 -1.32547  -0.285
H: -3.00581 0.08880 -1.34402  0.341
H: -2.20597 1.49632 -0.87613  0.523
H: -2.49924 0.73104 1.59753  0.405
H: 3.12495 0.08437 0.84619  0.359
H: 2.79071 0.28007 -0.87822  0.390
H: 3.14914 1.47916 0.22961  0.390
H: 0.59492 1.55090 -0.39197  0.365
H: 0.71152 1.06333 1.15311  0.474
H: 0.12507 -2.45680 0.54263  0.249
H: 0.05261 -1.16223 1.77399  0.272
H: -3.08664 -0.69117 1.07834  0.482
H: 0.66433 -0.00211 -1.91368  0.293
H: 0.31209 -1.71326 -1.71172  0.239

Forces on atoms 1 to 2 (eV/Å):
C -0.18 -0.74 -5.69
C 0.64 0.68 7.05

Values from the calculation:
Spin multiplicity: 3
Lowest unoccupied orbital energy (spin up / spin down) in eV: -3.3 / -5.6
Strongest force on any atom in hartree/bohr: 0.1384
Net charge: +1
E_HOMO (spin up / spin down) in eV: -9.194 / -15.543
Energy above the lowest of the compared OMol25 structures with the same formula, charge and spin in kJ/mol: 94.1

---

(3)
Density functional theory data (ωB97M-V with the def2-TZVPD basis set) for a cluster of 2 separate species, C5H13N2O in total.

Last column: Mulliken charge in e.
Cartesian coordinates (Å):
C: 1.42640 1.75241 0.68253  -1.041
C: 0.99170 1.85558 -0.76847  -0.103
C: 2.25677 1.90583 -2.71858  -0.333
N: 1.99023 1.28549 -1.66311  -0.412
H: 0.69662 2.23559 1.32534  0.293
H: 1.42692 0.70711 0.97483  0.178
H: 2.40902 2.20652 0.84628  0.390
H: 0.78340 2.89975 -1.04839  0.372
H: 0.08152 1.25232 -0.84086  0.127
H: 1.77676 2.85447 -2.98867  0.227
H: 2.96519 1.47784 -3.42763  0.262
C: -1.62692 -0.98240 0.49491  -0.470
O: -0.93444 0.10912 0.85355  -0.775
C: -1.25741 -2.24534 1.29230  -0.328
N: -2.11157 -3.39248 0.92623  -0.619
H: -2.75050 -0.88519 0.62867  0.111
H: -1.51762 -1.27375 -0.57421  0.231
H: -0.22121 -2.51386 1.06245  0.240
H: -1.30330 -1.98523 2.35824  0.236
H: -1.99564 -4.15297 1.58615  0.196
H: -3.08592 -3.11080 0.99845  0.219

Forces on atoms 1 to 2 (eV/Å):
C 0.20 0.04 -0.04
C 0.11 -0.05 0.15

Values from the calculation:
Spin multiplicity: 1
Lowest unoccupied orbital energy in eV: 3.8
Strongest force on any atom in hartree/bohr: 0.0053
Net charge: -1
E_HOMO in eV: -2.518
Energy above the lowest of the compared OMol25 structures with the same formula, charge and spin in kJ/mol: 139.4

---

(4)
Density functional theory data (ωB97M-V with the def2-TZVPD basis set) for a cluster of 2 separate species, C5H13N2O in total.

Last column: Mulliken charge in e.
Cartesian coordinates (Å):
C: -2.40012 -1.93437 -0.95382  -0.853
C: -2.23786 -1.08549 0.11247  -0.132
N: -1.65493 0.17950 0.02136  -0.313
C: -1.75627 0.99172 1.18898  -0.981
H: -1.98572 -1.67861 -1.93259  0.249
H: -2.98546 -2.83496 -0.94646  0.288
H: -2.54603 -1.40892 1.08774  0.289
H: -0.68520 0.39704 -0.49663  0.465
H: -1.10206 1.89103 1.10445  0.290
H: -2.80612 1.31651 1.37223  0.313
H: -1.48139 0.45547 2.11375  0.294
C: 2.87440 1.06411 0.42676  -0.658
N: 2.74042 -0.08161 -0.51217  -0.430
C: 1.33783 -0.34185 -0.77472  -0.371
O: 0.54428 0.81158 -0.99815  -0.847
H: 2.40737 2.08325 0.02929  0.189
H: 3.94809 1.21195 0.73252  0.308
H: 2.36191 0.84771 1.40445  0.199
H: 3.18860 0.09854 -1.41794  0.254
H: 0.97573 -0.96839 0.09100  0.197
H: 1.26254 -1.01423 -1.65250  0.251

Forces on atoms 1 to 2 (eV/Å):
C 0.41 0.99 0.34
C 0.82 0.57 -2.29

Values from the calculation:
Spin multiplicity: 1
Lowest unoccupied orbital energy in eV: 4.1
Strongest force on any atom in hartree/bohr: 0.0486
Net charge: -1
E_HOMO in eV: -3.139
Energy above the lowest of the compared OMol25 structures with the same formula, charge and spin in kJ/mol: 140.5

---

(5)
Density functional theory data (ωB97M-V with the def2-TZVPD basis set) for a cluster of 2 separate species, C5H13N2O in total.

Last column: Mulliken charge in e.
Cartesian coordinates (Å):
C: 0.33809 -3.34309 0.85367  -0.882
C: 0.53747 -2.05628 0.63949  0.649
O: -0.28818 -1.12532 1.26716  -0.504
C: 1.60306 -1.46442 -0.22261  -0.866
H: 0.90590 -4.08960 0.31481  0.258
H: -0.43490 -3.67624 1.53022  0.282
H: 0.26359 -0.49031 1.73877  0.299
H: 2.21426 -2.24202 -0.66934  0.350
H: 1.18160 -0.84176 -1.01445  0.086
H: 2.26327 -0.83962 0.38706  0.321
C: -0.82201 1.53013 -0.97396  -0.252
C: -1.14344 1.90897 0.26445  -0.256
N: -2.02143 1.28382 1.07469  -0.435
N: 0.18006 2.34009 -1.70963  -0.289
H: -1.14474 0.65468 -1.50794  0.428
H: -0.70781 2.82510 0.65891  0.250
H: -2.16638 1.66511 1.99486  0.268
H: -2.06090 0.27266 1.03669  0.240
H: -0.16896 2.66763 -2.61438  0.371
H: 1.05742 1.84420 -1.87919  0.334
H: 0.41401 3.17628 -1.16928  0.349

Forces on atoms 1 to 2 (eV/Å):
C -0.15 -0.13 -0.22
C 0.06 -0.04 0.14

Values from the calculation:
Spin multiplicity: 1
Lowest unoccupied orbital energy in eV: -3.6
Strongest force on any atom in hartree/bohr: 0.0116
Net charge: +1
E_HOMO in eV: -12.147
Energy above the lowest of the compared OMol25 structures with the same formula, charge and spin in kJ/mol: 235.9

---

(6)
Density functional theory data (ωB97M-V with the def2-TZVPD basis set) for a cluster of 2 separate species, C5H13N2O in total.

Last column: Mulliken charge in e.
Cartesian coordinates (Å):
C: 1.72082 -0.58874 1.31034  -0.109
N: 0.66098 -0.03933 1.97494  -0.090
C: 0.65366 1.38686 2.29908  -0.796
O: 2.45620 0.04868 0.59163  -0.584
H: 1.76615 -1.67858 1.44084  0.428
H: 0.32290 -0.66569 2.68242  0.272
H: 1.57938 1.67824 2.78642  0.321
H: -0.20215 1.61028 2.92789  0.354
H: 0.52170 1.95432 1.37918  0.215
C: -1.89226 -1.49951 -1.54662  -1.444
C: -0.88433 -0.61448 -0.81978  -0.012
C: 0.63819 1.05829 -1.80901  -0.125
N: -0.51361 0.54120 -1.63194  0.048
H: -2.82328 -0.97544 -1.76477  0.425
H: -1.48945 -1.89273 -2.48065  0.404
H: -2.12908 -2.33893 -0.89816  0.361
H: -1.34429 -0.31699 0.12119  0.211
H: 0.04418 -1.12518 -0.58166  0.254
H: 0.69392 1.87221 -2.52026  0.296
H: 1.48300 0.69036 -1.22799  0.250
H: -1.26265 0.89517 -2.23307  0.321

Forces on atoms 1 to 2 (eV/Å):
C -0.81 0.38 0.14
N 0.63 -0.39 0.37

Values from the calculation:
Spin multiplicity: 1
Lowest unoccupied orbital energy in eV: -4.8
Strongest force on any atom in hartree/bohr: 0.0183
Net charge: +1
E_HOMO in eV: -13.626
Energy above the lowest of the compared OMol25 structures with the same formula, charge and spin in kJ/mol: 158.8

---

> Which value of energy above the lowest of the compared OMol25 structures with the same formula, charge and spin does entry 6 give?

158.8 kJ/mol

---

> Look up the strongest force on any atom of the fourth one.

0.0486 hartree/bohr